Arrangement i

Formula: C7H15NO
Source: the OMol25 dataset
Level of theory: ωB97M-V/def2-TZVPD

SMILES string: C[C@H]1CC(C)(C)[C@]1(N)O
molar mass: 129.2 g mol⁻¹
HOMO energy: -7.86 eV

Geometry (Å):
1 H -2.3377 -1.6501 -0.9670
2 C -0.3502 -0.7440 0.8814
3 H 1.4384 -1.4566 -0.1371
4 C -0.9202 -0.0970 -0.3962
5 H -1.6408 -0.7459 -2.3344
6 H -0.5575 -0.1357 1.7648
7 H 1.8134 0.4607 2.2274
8 N 1.1682 1.8259 -0.0406
9 H -1.7557 1.6540 0.6117
10 H 3.1092 -0.0824 1.1511
11 H 1.0682 2.5545 -0.7333
12 O 1.1651 0.4747 -1.8296
13 H -2.9379 0.4211 0.2268
14 C 1.1218 -0.5999 0.4631
15 C 2.1372 -0.3447 1.5676
16 H 0.6410 -0.3510 -2.0524
17 H -2.2954 1.4333 -1.0631
18 H 2.2443 -1.2413 2.1778
19 H -0.6828 -1.9560 -1.5065
20 C -1.4280 -1.1734 -1.3534
21 C 0.8309 0.5657 -0.5044
22 C -2.0289 0.9130 -0.1421
23 H 0.8557 2.0474 0.8935
24 H -0.6581 -1.7723 1.0951



Arrangement ii

Formula: C7H15NO
Source: the OMol25 dataset
Level of theory: ωB97M-V/def2-TZVPD

SMILES string: CC(C)C(=[NH+][O-])C(C)C
molar mass: 129.2 g mol⁻¹
HOMO energy: -8.18 eV

Geometry (Å):
1 H 2.6303 0.9223 1.4748
2 H -1.3224 -1.9812 -1.7076
3 H -2.1110 -0.5018 -1.8649
4 C 1.6835 0.5496 1.2334
5 C -1.2105 -1.0271 1.3400
6 O -2.4267 1.7402 -0.2950
7 H -2.6409 -1.7348 -0.7501
8 H -1.6216 -1.9986 1.2991
9 H 1.8978 -0.6127 1.4876
10 N -1.1866 1.7069 -0.3639
11 H -0.3510 -0.9704 2.0154
12 H -1.9055 -0.2107 1.7854
13 C -0.3547 0.7084 -0.2218
14 C -0.7426 -0.7287 -0.1266
15 H 0.1778 -1.3783 -0.1064
16 H 0.9244 0.7614 1.9841
17 C 1.1546 1.0020 -0.2019
18 H -0.7754 2.6591 -0.3224
19 H 1.6312 0.4211 -2.0861
20 H 1.3273 2.1113 -0.2986
21 C -1.7587 -1.2235 -1.2013
22 C 1.9914 0.1502 -1.1873
23 H 3.0404 0.5563 -1.0329
24 H 1.9489 -0.9211 -0.8530



Of them, arrangement ii has the lowest stability.



Arrangement i

Formula: C7H15NO
Source: the OMol25 dataset
Level of theory: ωB97M-V/def2-TZVPD

SMILES string: C=C=[N+](C)[O-].CC(C)C
molar mass: 129.2 g mol⁻¹
HOMO energy (alpha / beta): -8.39 / -8.39 eV

Geometry (Å):
1 H -1.2109 2.2825 -1.3462
2 H -2.0059 0.7339 -1.6185
3 H -2.4514 -0.0583 1.2430
4 H -0.9378 -0.8479 1.6322
5 H 0.3018 1.3692 1.9872
6 H 1.9224 -2.0381 -2.6732
7 C 1.3368 -2.0629 -1.7562
8 C 1.4551 -0.7562 0.2474
9 H 3.0452 -1.0399 1.5617
10 H -1.7228 -1.1700 0.0811
11 C 1.9775 -0.9019 1.4298
12 H 0.1752 0.6027 -0.7327
13 H 1.6451 -2.8971 -1.1290
14 C -0.7615 0.7783 0.1768
15 H 0.2089 2.6302 0.7504
16 C -1.4998 -0.3950 0.8164
17 H -1.2061 2.2283 1.7211
18 C -1.6985 1.4431 -0.8494
19 O 1.1463 0.2878 -1.6759
20 H 0.2793 -2.1571 -2.0097
21 C -0.3318 1.8044 1.2148
22 H 1.3716 -0.8519 2.3241
23 N 1.5608 -0.7998 -1.0461
24 H -2.5995 1.8158 -0.3491



Arrangement ii

Formula: C7H15NO
Source: the OMol25 dataset
Level of theory: ωB97M-V/def2-TZVPD

molar mass: 129.2 g mol⁻¹
HOMO energy: -8.93 eV

Geometry (Å):
1 H 1.4175 0.4874 0.8933
2 C -1.5599 -0.8662 0.0163
3 H 0.0143 2.4318 1.6062
4 C 0.9017 0.3117 -0.0548
5 H -2.2155 -0.2442 0.6322
6 H -2.0433 -0.1033 -1.6438
7 C -0.7441 1.6798 1.3733
8 H 2.7624 0.1962 -1.1479
9 C 1.8039 0.7181 -1.2128
10 N -1.0294 1.6164 -1.0862
11 C 0.8279 -2.0448 0.8958
12 H -0.3889 1.6655 -1.8765
13 O -2.0891 -1.0172 -1.2648
14 H -1.7348 2.1360 1.3966
15 H -1.6499 -1.8217 0.5340
16 H 1.3537 0.4714 -2.1772
17 H 1.8732 -2.3032 0.6852
18 H 0.2468 -2.9705 0.8795
19 H 0.3098 -1.4620 -1.1491
20 C -0.4820 1.1063 -0.0055
21 H 0.7878 -1.6253 1.9043
22 H 1.9879 1.7959 -1.2020
23 H -0.6927 0.9027 2.1402
24 C 0.3428 -1.0609 -0.1362



Arrangement iii

Formula: C7H15NO
Source: the OMol25 dataset
Level of theory: ωB97M-V/def2-TZVPD

SMILES string: C/C=C(/C)N.CC(C)=O
molar mass: 129.2 g mol⁻¹
HOMO energy: -7.58 eV

Geometry (Å):
1 H 3.5106 -0.7152 0.0409
2 C 0.9549 1.2742 -1.1766
3 H 1.5054 2.0293 -1.7351
4 H -3.0383 0.2818 -0.8855
5 H 0.9826 -1.4822 0.8750
6 H -3.2150 1.7264 0.1001
7 N -1.1379 -1.4854 -0.5336
8 O 1.5385 -1.0115 -1.5426
9 H -0.5339 -2.2883 -0.5957
10 C -0.9900 -0.6871 0.5884
11 C -3.0789 0.6470 0.1327
12 H 0.0377 1.0273 -1.7035
13 H -2.0735 -1.6308 -0.8698
14 H -3.9590 0.2244 0.6153
15 H -1.6450 0.8923 1.7793
16 C -1.8338 0.3031 0.8935
17 H 0.7105 1.6825 -0.2013
18 C 3.0668 0.2433 -0.2150
19 H 2.8653 0.8133 0.6845
20 H -0.0815 -1.6411 2.2665
21 C 0.2096 -0.9814 1.4470
22 H 3.7810 0.8033 -0.8158
23 C 1.8105 0.0451 -1.0307
24 H 0.6134 -0.0703 1.8820



Arrangement iv

Formula: C7H15NO
Source: the OMol25 dataset
Level of theory: ωB97M-V/def2-TZVPD

SMILES string: C/C=C/C(N)=C/CC.O
molar mass: 129.2 g mol⁻¹
HOMO energy: -7.60 eV

Geometry (Å):
1 H -0.3140 0.3560 2.9377
2 C -1.3755 0.6869 1.1403
3 H -1.1674 -1.0445 -3.9219
4 C -1.1325 -0.5835 -0.8879
5 O 3.3393 -0.6882 -1.0585
6 H 3.5485 -0.3295 -0.1955
7 H -2.1887 -0.8449 -0.9356
8 H -1.6808 1.3981 3.1640
9 H 0.6302 -0.7051 -2.0711
10 H 0.2391 2.7617 1.4706
11 C -0.9311 -1.7488 -3.1080
12 C -0.0900 2.5423 2.4872
13 N 0.7041 -0.4265 0.6794
14 C -0.4113 -0.9945 -1.9361
15 H 0.6648 2.6473 3.2528
16 H -1.7474 -2.4583 -2.9583
17 C -0.8522 1.1990 2.4767
18 H 1.0748 -1.2018 0.1609
19 H -2.4378 0.8978 1.0690
20 H 0.9681 -0.4535 1.6502
21 H 3.6998 0.0139 -1.6095
22 H -0.8385 3.3502 2.5986
23 H -0.1039 -2.3348 -3.5092
24 C -0.5836 -0.0205 0.3265



Of them, arrangement i has the lowest stability.



Arrangement i

Formula: C7H15NO
Source: the OMol25 dataset
Level of theory: ωB97M-V/def2-TZVPD

molar mass: 129.2 g mol⁻¹
HOMO energy: -8.76 eV

Geometry (Å):
1 C 2.3731 -1.2501 0.6178
2 H 3.1815 -1.1926 -0.1131
3 H 0.4682 1.4171 2.1149
4 C -0.3480 1.4494 -1.9386
5 H -1.4126 -1.6206 2.2202
6 C -1.0078 1.0340 -0.6602
7 C 0.2337 -0.4373 1.6488
8 H -1.9085 2.4345 -2.6197
9 H 0.9179 -0.5872 -0.7671
10 H -2.7781 0.1153 0.0203
11 H 2.7798 -1.0196 1.5996
12 H -0.3686 0.6328 -2.6718
13 N 0.1849 0.5077 2.4730
14 H -1.3496 -1.1333 0.3402
15 O -0.9697 2.6159 -2.4781
16 H 0.6909 1.7390 -1.7705
17 H -0.0541 -2.5265 1.4671
18 H -1.0049 1.7819 0.1214
19 C -0.5881 -1.5850 1.5163
20 C 1.2728 -0.2530 0.2078
21 H -2.1131 -0.5589 -1.5218
22 C -1.8936 -0.0423 -0.5916
23 H 2.0060 -2.2734 0.6323
24 H 1.6880 0.7523 0.1530



Arrangement ii

Formula: C7H15NO
Source: the OMol25 dataset
Level of theory: ωB97M-V/def2-TZVPD

SMILES string: C[C@@H](CN)C(C)(C)C=O
molar mass: 129.2 g mol⁻¹
HOMO energy: -9.21 eV

Geometry (Å):
1 H -0.1889 1.3953 2.2648
2 C -1.5313 0.3805 1.0708
3 C -0.8210 0.0939 -0.2823
4 H 0.9441 -2.0420 -1.2359
5 H 1.5988 -0.0882 1.8682
6 H 1.0315 -0.6354 -2.3147
7 H 0.8749 2.0893 0.0549
8 H -0.9645 2.3517 1.1681
9 C -1.5582 -1.0910 -0.9339
10 C 1.1338 -0.7515 1.1189
11 H -1.2494 -1.2306 -1.9746
12 H -1.4697 -0.4915 1.7324
13 C 0.7376 -0.1033 -0.2055
14 H -2.6394 -0.9122 -0.9547
15 C 1.4639 1.2566 -0.3361
16 C 1.3014 -1.0096 -1.3211
17 H 2.4226 1.2631 0.1945
18 H 1.6719 1.4945 -1.3865
19 N -1.0730 1.5567 1.7932
20 H -2.6010 0.5276 0.8777
21 H -1.0128 0.9552 -0.9389
22 H 2.3963 -1.0572 -1.2696
23 H -1.3836 -2.0228 -0.3869
24 O 0.9165 -1.9288 1.3972



Of them, arrangement i has the lowest stability.



Arrangement i

Formula: C3H8N3
Source: the OMol25 dataset
Level of theory: ωB97M-V/def2-TZVPD

net charge: +1
SMILES string: NC[NH2+][C@H]1C=N1
molar mass: 86.1 g mol⁻¹
HOMO energy: -14.25 eV

Geometry (Å):
1 C -1.5337 -1.2439 -1.2655
2 N 0.6264 1.7496 0.8711
3 H 0.4850 -1.5966 0.4335
4 C -0.1920 -0.5063 -1.2539
5 C 0.2150 0.5088 1.2194
6 H -0.8079 0.3717 1.4299
7 H 1.4752 2.2263 1.1202
8 N -1.6075 -0.0325 -0.9756
9 H 0.6275 -0.0500 2.0416
10 H -1.9493 -2.2530 -1.5057
11 H 1.6308 -0.6050 -0.3257
12 N 0.6588 -0.7219 0.0128
13 H -0.0149 2.4330 0.3714
14 H 0.3866 -0.2801 -2.1735



Arrangement ii

Formula: C3H8N3
Source: the OMol25 dataset
Level of theory: ωB97M-V/def2-TZVPD

net charge: +1
SMILES string: [H]/N=C/CC(N)=[NH2+]
molar mass: 86.1 g mol⁻¹
HOMO energy: -14.98 eV

Geometry (Å):
1 H 3.0279 -0.1226 -0.1697
2 H -2.3323 1.2330 -0.3822
3 N 0.5051 -1.4515 0.2347
4 N -1.9409 -0.7354 -0.1237
5 H -0.1964 1.3109 1.2771
6 C -1.6740 0.4714 -0.0620
7 H 1.0614 -2.2637 0.1467
8 N 2.1311 0.2146 -0.2140
9 C -0.2956 0.8810 0.2360
10 H 2.2741 1.2985 -0.1937
11 H -2.8325 -0.9693 -0.5343
12 H -0.0566 1.7787 -0.5163
13 C 0.8829 -0.2494 0.0149
14 H -0.5543 -1.3962 0.2863



Of them, arrangement i has the lowest stability.